C3H7NO2S3 | ωB97M-V with the def2-TZVPD basis set

The geometry in ORCA input format:
```
! RIJCOSX wB97M-V def2-TZVPD def2/J DEFGRID3
* xyz 0 1
C -0.667 1.361 1.141
C -1.722 0.376 0.925
C 2.160 -1.555 -1.258
N 1.795 -0.279 0.961
O -0.702 -0.689 -1.259
O -2.068 1.485 -1.372
S 0.847 0.670 1.987
S 1.322 -0.168 -0.569
S -2.090 0.085 -0.952
H -0.397 1.985 0.211
H -0.976 2.142 1.946
H -1.639 -0.592 1.356
H -2.754 0.850 1.189
H 2.833 -1.208 -2.033
H 1.439 -2.210 -1.644
H 2.618 -2.253 -0.631
*
```

HOMO energy (spin up / spin down) = -8.2 / -8.2 eV
frontier orbital gap (spin up / spin down) = 6.839 / 6.834 eV

=====

C3H7NO3 | ωB97M-V with the def2-TZVPD basis set

The geometry in ORCA input format:
```
! RIJCOSX wB97M-V def2-TZVPD def2/J DEFGRID3
* xyz 0 1
C 0.518 1.034 -0.258
C -0.409 1.288 0.925
O 0.179 2.351 1.657
N 0.058 -0.042 -1.116
C -0.128 -1.350 -0.746
O 0.611 -1.742 0.339
O -0.849 -2.111 -1.319
H 1.517 0.837 0.133
H 0.587 1.930 -0.872
H -0.475 0.376 1.524
H -1.396 1.575 0.546
H -0.350 2.534 2.439
H -0.459 0.201 -1.941
H 1.432 -1.231 0.344
*
```

HOMO energy = -10.1 eV
frontier orbital gap = 10.703 eV

=====

C3H7NO3 | ωB97M-V with the def2-TZVPD basis set

The geometry in ORCA input format:
```
! RIJCOSX wB97M-V def2-TZVPD def2/J DEFGRID3
* xyz 0 1
C 0.221 -1.057 -0.492
C -0.242 -1.337 -1.955
O -0.532 -0.107 -2.642
N 0.541 0.273 0.133
C 0.150 0.583 1.463
O -0.206 1.891 1.525
O 0.356 -0.131 2.435
H -0.600 -1.540 0.111
H 1.043 -1.776 -0.244
H 0.535 -1.883 -2.526
H -1.127 -2.032 -1.915
H -1.582 -0.048 -2.838
H 1.202 1.010 -0.297
H -0.969 1.993 2.135
*
```

HOMO energy = -9.2 eV
frontier orbital gap = 9.744 eV

=====

C3H7NO3 | ωB97M-V with the def2-TZVPD basis set

The geometry in ORCA input format:
```
! RIJCOSX wB97M-V def2-TZVPD def2/J DEFGRID3
* xyz 0 1
C -0.232 -1.250 -0.502
C 0.018 0.343 1.893
C 0.269 0.176 -0.465
N 1.337 0.262 -1.411
O 1.201 0.851 -2.449
O -1.116 1.178 -1.061
O 0.671 0.725 0.693
H -0.303 -1.588 -1.533
H -1.217 -1.304 -0.047
H 0.484 -1.875 0.032
H 0.376 -0.633 2.232
H -1.065 0.331 1.770
H 0.294 1.102 2.622
H -0.718 1.683 -1.774
*
```

HOMO energy = -9.7 eV
frontier orbital gap = 9.122 eV

=====

C3H7NO3 | ωB97M-V with the def2-TZVPD basis set

The geometry in ORCA input format:
```
! RIJCOSX wB97M-V def2-TZVPD def2/J DEFGRID3
* xyz 0 1
C -0.680 0.933 1.094
N -0.673 0.835 -0.262
C -0.211 -0.410 -0.927
C -1.444 -1.264 -1.065
O -1.518 -2.186 -1.831
O -0.491 -0.032 1.809
H -0.807 1.945 1.499
H -0.436 1.658 -0.786
H 0.662 -0.834 -0.429
H 0.361 -0.061 -1.795
H -2.301 -0.989 -0.431
H 2.043 0.239 1.700
H 3.222 0.032 0.661
O 2.273 0.133 0.763
*
```

HOMO energy = -9.8 eV
frontier orbital gap = 10.320 eV

=====

C3H7NO3 | ωB97M-V with the def2-TZVPD basis set

The geometry in ORCA input format:
```
! RIJCOSX wB97M-V def2-TZVPD def2/J DEFGRID3
* xyz 0 1
C -0.037 2.097 0.054
C 0.104 -0.102 -0.007
C -2.069 -1.103 0.040
H -0.993 2.141 -0.635
H 0.540 2.979 -0.109
H -0.553 2.050 1.127
H -2.158 -1.249 1.315
H -3.067 -0.570 -0.649
H -1.483 -2.081 -0.415
H 2.250 -0.220 0.484
N 0.702 -1.207 0.023
O 0.791 1.033 -0.085
O -1.251 0.094 -0.092
O 2.030 -1.121 -0.048
*
```

HOMO energy = -8.8 eV
frontier orbital gap = 9.477 eV

=====

C3H7NO3 | ωB97M-V with the def2-TZVPD basis set

The geometry in ORCA input format:
```
! RIJCOSX wB97M-V def2-TZVPD def2/J DEFGRID3
* xyz 0 3
C -0.784 0.847 -1.120
C -0.601 -1.258 0.546
C -0.105 -0.141 -0.194
N 1.310 -0.100 -0.340
O 1.789 0.614 -1.231
O 1.909 -0.745 0.531
O 0.305 1.498 1.459
H -0.253 1.684 -0.482
H -1.887 0.749 -1.139
H -0.356 0.703 -2.077
H 0.262 -1.880 0.840
H -1.248 -1.779 -0.214
H -1.158 -1.094 1.382
H 0.816 0.901 2.038
*
```

HOMO energy (spin up / spin down) = -8.4 / -10.6 eV
expectation value of S² = 2.008
frontier orbital gap (spin up / spin down) = 9.066 / 7.716 eV

=====

C3H7NO4 | ωB97M-V with the def2-TZVPD basis set

The geometry in ORCA input format:
```
! RIJCOSX wB97M-V def2-TZVPD def2/J DEFGRID3
* xyz 0 1
O -1.044 -0.102 -5.662
H -1.150 0.718 -6.196
H -1.944 -0.501 -5.640
O 0.000 0.000 0.000
O 1.477 -1.139 -3.916
O 2.326 0.901 -4.322
C 1.047 0.572 -0.309
C 1.536 0.004 -3.640
N 1.457 0.945 -1.522
C 0.640 0.659 -2.696
H 3.022 0.541 -4.937
H 1.823 0.910 0.420
H 2.378 1.387 -1.572
H -0.234 0.069 -2.358
H 0.263 1.617 -3.101
*
```

HOMO energy = -9.9 eV
frontier orbital gap = 10.294 eV

=====

C3H7NO4 | ωB97M-V with the def2-TZVPD basis set

The geometry in ORCA input format:
```
! RIJCOSX wB97M-V def2-TZVPD def2/J DEFGRID3
* xyz 0 1
C -0.347 -1.228 -1.600
C 0.270 0.014 -1.008
O 0.987 -0.585 0.705
O 1.173 0.649 -1.557
H 1.917 -0.335 0.554
H 0.442 -1.968 -1.746
H -0.792 -0.981 -2.564
H -1.106 -1.642 -0.935
C -0.378 0.181 2.517
O -0.853 0.821 -0.402
O -0.615 2.197 -0.694
N 0.559 0.615 1.791
H 0.374 2.169 -0.733
H -0.697 0.836 3.339
H -0.935 -0.743 2.332
*
```

HOMO energy = -9.5 eV
frontier orbital gap = 9.807 eV

=====

C3H7NO4 | ωB97M-V with the def2-TZVPD basis set

The geometry in ORCA input format:
```
! RIJCOSX wB97M-V def2-TZVPD def2/J DEFGRID3
* xyz 0 1
C -1.034 0.526 -1.026
C 1.458 -1.434 0.677
C 0.553 -0.416 1.364
N -1.343 1.297 -2.112
O -1.894 0.905 -0.011
O -0.595 -0.745 1.600
O 0.991 0.812 1.722
O -0.098 -0.206 -0.901
H 2.250 -1.625 1.381
H 0.780 -2.247 0.543
H 1.876 -0.890 -0.196
H -2.252 1.653 -2.302
H -0.805 1.082 -2.956
H -1.723 0.344 0.779
H 1.836 0.943 1.439
*
```

HOMO energy = -10.3 eV
frontier orbital gap = 11.004 eV

=====

C3H7NO4 | ωB97M-V with the def2-TZVPD basis set

The geometry in ORCA input format:
```
! RIJCOSX wB97M-V def2-TZVPD def2/J DEFGRID3
* xyz 0 3
C -0.103 1.090 -0.861
C 0.604 -1.976 0.050
C -1.019 1.349 0.365
N 0.867 -0.550 0.360
O 0.906 1.738 -1.087
O -0.736 0.323 -1.750
O -1.958 0.623 0.534
O -0.573 2.184 1.378
H 0.965 -2.767 0.764
H -0.394 -1.969 -0.085
H 0.957 -2.165 -0.931
H 0.185 -0.205 1.020
H 1.750 -0.379 0.813
H -1.596 0.081 -1.482
H 0.145 2.620 0.914
*
```

HOMO energy (spin up / spin down) = -6.4 / -9.9 eV
expectation value of S² = 2.013
frontier orbital gap (spin up / spin down) = 7.109 / 6.055 eV

=====

C3H7NOS | ωB97M-V with the def2-TZVPD basis set

The geometry in ORCA input format:
```
! RIJCOSX wB97M-V def2-TZVPD def2/J DEFGRID3
* xyz -1 2
C -0.358 0.570 0.627
C -1.549 0.158 -0.207
S -2.743 1.480 -0.564
N 0.680 -0.494 0.792
C 1.517 -0.662 -0.517
O 2.778 -0.897 -0.188
H 0.109 1.530 0.389
H -0.771 0.644 1.638
H -2.032 -0.740 0.154
H -1.245 -0.006 -1.252
H 1.432 0.016 1.266
H 1.063 0.074 -1.234
H 1.119 -1.672 -0.904
*
```

HOMO energy (spin up / spin down) = -2.6 / -2.6 eV
expectation value of S² = 0.753
frontier orbital gap (spin up / spin down) = 5.653 / 3.623 eV

=====

C3H7NOS | ωB97M-V with the def2-TZVPD basis set

The geometry in ORCA input format:
```
! RIJCOSX wB97M-V def2-TZVPD def2/J DEFGRID3
* xyz -2 1
C 0.582 -0.214 0.269
C 1.759 0.328 -0.566
S 3.276 0.858 0.393
N -0.712 0.303 -0.215
C -2.075 -0.208 0.369
O -2.772 -0.783 -0.499
H 0.807 -1.310 0.289
H 0.704 0.195 1.322
H 1.383 1.297 -0.883
H 2.301 -0.278 -1.319
H -0.807 0.197 -1.249
H -2.645 0.560 0.952
H -1.801 -0.947 1.135
*
```

HOMO energy = 0.7 eV
frontier orbital gap = 5.603 eV

=====

C3H7NOS | ωB97M-V with the def2-TZVPD basis set

The geometry in ORCA input format:
```
! RIJCOSX wB97M-V def2-TZVPD def2/J DEFGRID3
* xyz 0 1
C -0.057 -1.284 -0.462
C -1.436 1.393 1.304
C 1.975 0.020 -0.837
N 0.750 -0.333 -0.247
O -2.883 -0.627 0.678
S -2.927 0.703 1.290
H -0.998 -1.388 -0.092
H 0.251 -1.972 -1.308
H -1.403 2.198 1.946
H -0.597 0.848 0.688
H 2.941 -0.240 -0.161
H 2.284 -0.528 -1.840
H 2.100 1.209 -0.960
*
```

HOMO energy = -9.3 eV
frontier orbital gap = 9.307 eV

=====

C3H7NOS | ωB97M-V with the def2-TZVPD basis set

The geometry in ORCA input format:
```
! RIJCOSX wB97M-V def2-TZVPD def2/J DEFGRID3
* xyz 0 1
O -0.860 0.800 1.034
C -1.501 1.712 0.312
N -1.357 1.706 -1.003
C 0.715 -1.318 0.707
C 1.102 -0.461 -0.517
S 0.494 -1.267 -2.011
H -2.095 2.453 0.783
H -0.929 0.854 -1.324
H 1.393 -2.167 0.823
H -0.384 -1.659 0.597
H 2.164 -0.428 -0.551
H 0.600 0.487 -0.463
H 0.660 -0.712 1.612
*
```

HOMO energy = -9.0 eV
frontier orbital gap = 4.114 eV

=====

C3H7NOS | ωB97M-V with the def2-TZVPD basis set

The geometry in ORCA input format:
```
! RIJCOSX wB97M-V def2-TZVPD def2/J DEFGRID3
* xyz 0 1
C -2.489 0.991 1.469
C 0.719 -1.780 0.664
C 0.508 -0.879 -0.550
N -1.354 1.308 0.964
O -2.277 -0.991 -0.487
S -1.141 -0.079 -0.722
H -2.896 1.708 2.110
H -2.855 0.037 1.208
H -0.030 -1.377 1.410
H 0.662 -2.897 0.478
H 1.707 -1.645 1.155
H 0.509 -1.414 -1.535
H 1.187 -0.025 -0.557
*
```

HOMO energy (spin up / spin down) = -8.9 / -8.9 eV
frontier orbital gap (spin up / spin down) = 9.270 / 9.270 eV

=====

C3H7NOS | ωB97M-V with the def2-TZVPD basis set

The geometry in ORCA input format:
```
! RIJCOSX wB97M-V def2-TZVPD def2/J DEFGRID3
* xyz 0 1
O 1.713 -0.287 1.948
C 1.585 -0.182 0.768
C 0.221 -0.167 0.011
C -0.934 0.466 0.782
S -2.499 -0.201 0.069
N 0.439 0.406 -1.310
H 2.463 -0.241 0.074
H 0.065 -1.259 0.091
H -0.877 1.544 0.647
H -0.825 0.296 1.848
H -2.092 -0.426 -1.167
H 1.095 -0.176 -1.834
H -0.354 0.227 -1.926
*
```

HOMO energy = -9.4 eV
frontier orbital gap = 10.012 eV

=====

C3H7NOS | ωB97M-V with the def2-TZVPD basis set

The geometry in ORCA input format:
```
! RIJCOSX wB97M-V def2-TZVPD def2/J DEFGRID3
* xyz 0 1
O 2.655 0.654 -0.635
C 1.453 0.688 -0.410
C 0.814 -0.181 0.706
C 0.527 -0.779 -0.600
S -2.808 -0.675 -0.209
N -0.328 0.364 1.327
H 0.876 1.491 -0.889
H 1.518 -0.649 1.385
H -0.457 -0.600 -1.041
H 1.141 -1.553 -1.050
H -3.719 0.061 -0.859
H -0.486 1.346 1.182
H -1.186 -0.166 1.094
*
```

HOMO energy = -7.8 eV
frontier orbital gap = 4.041 eV

=====

For reference, electronic energy by record: -41311.1533, -10857.3353, -10855.6609, -10852.9785, -10856.4454, -10851.8687, -10849.2802, -12904.6235, -12898.4290, -12905.3406, -12899.8220, -17595.0712, -17593.9284, -17593.7546, -17590.9748, -17594.3465, -17596.4142, -17591.6512 eV.
For reference, energy relative to the best compared isomer or geometry (same formula, charge and spin) by record: 57.4, 23.8, 62.4, 124.3, 44.3, 149.9, 82.4, 31.4, 174.3, 14.9, 0.0, 39.4, 23.1, 96.3, 160.4, 82.6, 34.9, 144.8 kcal per mole.
For reference, maximum force by record: 4.40, 0.50, 4.01, 4.76, 1.85, 5.34, 3.55, 2.71, 4.37, 4.11, 3.66, 4.18, 4.87, 6.28, 3.72, 4.33, 1.90, 3.19 eV/A.